[1]
{"formula": "C19H23NO3", "method": "ωB97M-V with the def2-TZVPD basis set", "species": ["C", "C", "H", "H", "O", "C", "O", "C", "C", "C", "N", "C", "C", "H", "H", "H", "H", "C", "C", "C", "C", "C", "C", "C", "C", "C", "C", "C", "H", "H", "H", "H", "H", "H", "O", "H", "H", "H", "H", "H", "H", "H", "H", "H", "H", "H"], "coordinates": [[-5.533, -2.706, -3.995], [-5.438, -2.118, -2.600], [-5.741, -1.065, -2.587], [-6.073, -2.662, -1.892], [-4.079, -2.210, -2.162], [-3.814, -1.740, -0.941], [-4.646, -1.274, -0.209], [-2.335, -1.846, -0.630], [-1.657, -0.530, -1.035], [-0.183, -0.570, -0.649], [-0.050, -0.763, 0.786], [-0.613, -2.041, 1.182], [-2.104, -2.078, 0.862], [-2.622, -1.296, 1.419], [-2.518, -3.041, 1.164], [-0.104, -2.878, 0.671], [-0.469, -2.166, 2.259], [1.332, -0.592, 1.227], [1.797, 0.845, 1.113], [0.915, 1.870, 1.418], [1.326, 3.218, 1.359], [2.597, 3.539, 0.998], [3.532, 2.530, 0.688], [4.853, 2.861, 0.327], [5.774, 1.892, 0.048], [5.399, 0.545, 0.128], [4.123, 0.193, 0.471], [3.135, 1.165, 0.755], [3.882, -0.857, 0.533], [6.129, -0.223, -0.082], [6.785, 2.152, -0.227], [5.124, 3.907, 0.280], [2.910, 4.572, 0.949], [0.595, 3.970, 1.609], [-0.367, 1.660, 1.787], [-0.578, 0.712, 1.624], [1.383, -0.893, 2.281], [1.992, -1.262, 0.659], [0.327, -1.378, -1.204], [0.296, 0.376, -0.915], [-2.143, 0.297, -0.516], [-1.751, -0.371, -2.110], [-1.915, -2.665, -1.221], [-5.221, -3.746, -3.986], [-6.559, -2.646, -4.346], [-4.891, -2.156, -4.678]], "forces_ev_per_angstrom": [[0.231, 0.125, 0.394], [-0.486, 0.086, -0.052], [0.013, -0.161, 0.041], [0.080, 0.126, -0.086], [0.153, -0.181, -0.393], [0.281, -0.110, 0.191], [-0.083, 0.061, 0.060], [-0.233, 0.203, 0.170], [0.215, -0.216, -0.092], [-0.230, 0.292, -0.213], [0.039, -0.093, 0.047], [-0.250, -0.115, 0.166], [0.146, -0.120, -0.151], [-0.021, -0.037, 0.045], [-0.039, 0.003, 0.046], [0.049, 0.052, 0.047], [0.044, -0.031, -0.074], [0.196, 0.055, 0.095], [-0.416, -0.048, 0.108], [0.315, -0.274, -0.110], [0.079, 0.119, -0.033], [-0.297, -0.032, 0.090], [0.032, -0.271, -0.003], [0.144, -0.064, -0.043], [0.049, 0.234, -0.010], [-0.093, -0.148, 0.023], [0.115, -0.207, -0.043], [0.071, 0.419, -0.032], [-0.014, -0.065, 0.001], [0.023, -0.080, -0.007], [0.065, 0.055, -0.015], [0.036, 0.099, -0.009], [0.014, 0.110, 0.002], [-0.066, 0.111, 0.013], [-0.095, 0.220, 0.197], [0.087, -0.075, -0.188], [-0.015, -0.073, -0.089], [-0.059, 0.018, 0.084], [0.035, 0.036, 0.067], [0.007, -0.086, -0.013], [-0.019, 0.057, -0.022], [-0.018, 0.046, -0.016], [-0.007, 0.039, 0.030], [-0.003, -0.114, -0.052], [-0.100, -0.001, -0.052], [0.027, 0.034, -0.118]], "relative_energy_ev": 0.022, "homo_energy_ha": -0.286, "lumo_ha": 0.028, "gap_ev": 8.564}

[2]
{"formula": "C19H23NO4", "method": "ωB97M-V with the def2-TZVPD basis set", "species": ["C", "C", "C", "O", "C", "C", "C", "C", "C", "C", "H", "H", "O", "C", "C", "O", "C", "C", "C", "C", "N", "H", "C", "H", "H", "H", "C", "O", "C", "H", "H", "H", "C", "H", "H", "H", "H", "H", "H", "H", "H", "H", "H", "H", "H", "H", "H"], "coordinates": [[-6.627, -1.373, 0.241], [-5.580, -0.448, -0.364], [-4.409, -1.243, -0.947], [-3.436, -0.421, -1.554], [-2.560, 0.280, -0.780], [-2.445, 0.194, 0.604], [-1.490, 0.942, 1.267], [-0.636, 1.790, 0.573], [-0.745, 1.880, -0.809], [-1.698, 1.132, -1.470], [-1.789, 1.192, -2.543], [-0.095, 2.520, -1.383], [0.283, 2.472, 1.340], [1.184, 3.338, 0.686], [2.164, 2.688, -0.307], [2.539, 3.342, -1.264], [2.599, 1.344, -0.024], [3.382, 0.486, -0.791], [3.488, -0.738, -0.073], [2.767, -0.577, 1.118], [2.258, 0.663, 1.126], [1.665, 1.050, 1.846], [2.519, -1.472, 2.278], [3.453, -1.802, 2.728], [1.942, -0.942, 3.033], [1.958, -2.356, 1.978], [4.230, -1.896, -0.570], [4.899, -1.846, -1.582], [4.128, -3.184, 0.218], [4.572, -3.060, 1.202], [3.088, -3.479, 0.334], [4.666, -3.963, -0.317], [3.981, 0.783, -2.111], [3.718, 0.003, -2.824], [3.647, 1.752, -2.469], [5.067, 0.779, -2.032], [0.653, 4.141, 0.158], [1.775, 3.794, 1.489], [-1.402, 0.880, 2.341], [-3.084, -0.452, 1.183], [-4.768, -1.884, -1.757], [-3.956, -1.885, -0.180], [-6.024, 0.147, -1.164], [-5.210, 0.244, 0.395], [-7.016, -2.055, -0.512], [-6.197, -1.964, 1.048], [-7.455, -0.795, 0.643]], "forces_ev_per_angstrom": [[0.163, 0.164, -0.078], [0.224, -0.168, -0.078], [-0.387, 0.025, 0.184], [0.182, 0.148, -0.128], [0.213, 0.172, -0.089], [-0.171, -0.172, -0.156], [0.294, 0.267, -0.064], [-0.238, -0.218, 0.093], [0.150, 0.144, 0.177], [-0.287, -0.235, 0.083], [-0.006, 0.008, -0.137], [0.063, 0.095, -0.079], [-0.083, -0.101, 0.130], [0.064, 0.443, -0.189], [-0.236, 0.248, 0.109], [-0.104, 0.027, 0.187], [0.596, -0.470, -0.590], [-0.316, 0.231, 0.398], [-0.169, 0.525, -0.046], [0.123, -0.015, -0.088], [-0.031, -0.130, 0.279], [0.007, -0.131, -0.095], [-0.020, -0.076, 0.037], [-0.007, -0.031, 0.062], [-0.022, -0.026, 0.069], [-0.022, -0.049, 0.049], [-0.068, -0.350, 0.298], [0.046, -0.009, -0.042], [0.196, -0.078, -0.288], [-0.003, -0.008, 0.151], [-0.116, -0.039, 0.086], [0.007, 0.010, -0.004], [-0.002, 0.166, -0.261], [0.058, -0.007, -0.045], [0.039, -0.019, -0.032], [0.048, -0.013, -0.075], [0.104, -0.124, 0.009], [-0.060, -0.020, -0.133], [0.007, 0.002, 0.125], [-0.098, -0.063, 0.017], [0.042, 0.003, 0.148], [-0.007, 0.009, -0.071], [0.052, 0.053, 0.000], [-0.010, 0.050, -0.045], [-0.095, -0.111, -0.040], [-0.018, -0.096, 0.106], [-0.103, -0.031, 0.053]], "relative_energy_ev": 1.334, "homo_energy_ha": -0.301, "lumo_ha": 0.018, "gap_ev": 8.690}

[3]
{"formula": "C19H23NO6", "method": "ωB97M-V with the def2-TZVPD basis set", "species": ["C", "C", "H", "H", "O", "C", "C", "C", "C", "C", "C", "O", "C", "C", "H", "H", "H", "H", "H", "H", "C", "H", "H", "C", "N", "C", "O", "C", "H", "H", "O", "C", "O", "C", "C", "C", "C", "O", "H", "H", "H", "H", "H", "H", "H", "H", "H", "H", "H"], "coordinates": [[-4.157, -2.144, 1.222], [-3.626, -1.661, -0.123], [-4.445, -1.302, -0.752], [-3.112, -2.480, -0.636], [-2.770, -0.536, 0.020], [-1.540, -0.781, 0.593], [-1.206, -0.078, 1.743], [0.033, -0.230, 2.334], [0.961, -1.121, 1.813], [0.628, -1.832, 0.668], [-0.595, -1.656, 0.037], [-0.867, -2.380, -1.101], [-0.927, -1.619, -2.307], [0.367, -1.755, -3.099], [0.310, -1.149, -3.999], [0.524, -2.794, -3.379], [1.218, -1.430, -2.505], [-1.767, -2.022, -2.884], [-1.126, -0.566, -2.081], [1.324, -2.525, 0.222], [2.312, -1.275, 2.461], [2.402, -2.267, 2.909], [2.404, -0.535, 3.259], [3.461, -1.088, 1.461], [3.229, 0.048, 0.599], [3.080, -0.093, -0.727], [3.281, -1.122, -1.337], [2.646, 1.198, -1.442], [3.231, 2.047, -1.072], [2.783, 1.070, -2.517], [1.258, 1.454, -1.262], [0.882, 2.091, -0.150], [1.645, 2.418, 0.737], [-0.547, 2.367, -0.136], [-1.298, 3.060, 0.786], [-2.623, 3.013, 0.319], [-2.583, 2.297, -0.844], [-1.343, 1.911, -1.128], [-3.358, 2.007, -1.526], [-3.487, 3.445, 0.780], [-0.925, 3.532, 1.671], [2.953, 0.923, 1.032], [3.559, -1.957, 0.807], [4.402, -0.950, 2.002], [0.273, 0.344, 3.217], [-1.938, 0.595, 2.161], [-4.666, -1.334, 1.739], [-3.336, -2.493, 1.845], [-4.855, -2.962, 1.069]], "forces_ev_per_angstrom": [[0.203, 0.235, -0.296], [-0.391, -0.423, 0.141], [0.078, -0.093, 0.028], [-0.051, 0.155, -0.022], [0.467, 0.069, -0.046], [-0.052, -0.001, 0.081], [-0.191, -0.173, -0.171], [0.038, -0.115, -0.007], [-0.040, 0.033, 0.150], [-0.176, 0.010, -0.046], [-0.082, 0.006, -0.108], [0.017, -0.039, 0.477], [0.093, 0.217, -0.512], [-0.315, -0.043, 0.339], [0.013, 0.073, -0.152], [0.046, -0.091, -0.065], [0.093, 0.037, 0.007], [0.045, 0.105, 0.096], [-0.044, -0.120, 0.026], [0.108, -0.079, -0.121], [0.071, -0.014, -0.186], [0.060, 0.039, 0.097], [-0.016, -0.050, 0.063], [0.052, -0.174, 0.083], [0.162, 0.084, 0.553], [-0.088, 0.685, -0.191], [0.051, -0.358, -0.298], [0.473, -0.081, -0.008], [-0.091, -0.092, -0.105], [0.008, -0.036, 0.221], [-0.372, -0.099, -0.127], [0.222, 0.026, 0.089], [-0.241, 0.103, -0.116], [-0.278, 0.724, 0.911], [0.775, -0.405, -0.605], [-0.148, -0.233, -0.503], [-0.558, 0.488, 0.571], [0.327, -0.266, -0.390], [-0.009, -0.115, -0.136], [-0.220, 0.062, 0.036], [0.143, 0.069, 0.186], [-0.006, -0.053, -0.270], [0.049, 0.087, 0.120], [-0.057, -0.134, -0.068], [0.058, 0.066, 0.102], [-0.100, 0.049, 0.000], [-0.071, 0.048, 0.072], [0.019, -0.067, 0.078], [-0.076, -0.119, 0.020]], "relative_energy_ev": 2.386, "homo_energy_ha": -0.311, "lumo_ha": 0.019, "gap_ev": 8.975}

[4]
{"formula": "C19H24BN6O2S3SbSe4Zr", "method": "ωB97M-V with the def2-TZVPD basis set", "species": ["Zr", "B", "N", "C", "C", "C", "N", "N", "C", "C", "C", "N", "H", "H", "H", "H", "H", "H", "H", "H", "O", "C", "C", "C", "C", "C", "C", "C", "N", "C", "C", "N", "H", "H", "H", "H", "H", "H", "H", "C", "S", "C", "H", "H", "H", "H", "H", "H", "C", "O", "C", "S", "S", "H", "H", "H", "Se", "Sb", "Se", "Se", "Se"], "coordinates": [[-0.544, -0.388, -0.659], [0.947, 1.428, -2.721], [2.073, 0.483, -2.216], [3.401, 0.520, -2.320], [3.925, -0.547, -1.610], [2.807, -1.188, -1.076], [1.695, -0.551, -1.447], [0.039, 0.587, -3.636], [-0.320, 0.661, -4.919], [-1.244, -0.337, -5.169], [-1.407, -0.984, -3.942], [-0.630, -0.408, -3.025], [1.384, 2.402, -3.276], [0.265, 1.682, -1.746], [3.878, 1.296, -2.894], [4.960, -0.820, -1.496], [2.750, -2.074, -0.467], [0.112, 1.410, -5.562], [-1.734, -0.565, -6.100], [-2.032, -1.815, -3.662], [0.357, 0.923, 0.637], [1.176, 1.082, 1.633], [1.585, 2.377, 2.006], [2.431, 2.572, 3.075], [2.911, 1.488, 3.810], [2.527, 0.212, 3.445], [1.662, -0.016, 2.372], [1.287, -1.370, 1.979], [0.614, -1.759, 0.903], [0.611, -3.139, 0.903], [1.263, -3.591, 1.998], [1.684, -2.466, 2.672], [1.193, 3.198, 1.422], [2.727, 3.579, 3.344], [3.583, 1.638, 4.645], [2.929, -0.624, 4.008], [0.164, -3.717, 0.113], [1.414, -4.589, 2.366], [2.149, -2.449, 3.559], [-1.884, 1.089, 2.823], [-2.333, -0.279, 1.741], [-2.010, -1.667, 2.831], [-0.911, 0.924, 3.288], [-2.638, 1.234, 3.599], [-1.827, 1.979, 2.196], [-2.748, -1.708, 3.633], [-1.006, -1.608, 3.256], [-2.093, -2.577, 2.232], [-3.564, 4.985, -1.381], [-3.474, 3.571, -1.461], [-2.407, 2.943, -0.903], [-1.201, 3.801, -0.162], [-2.607, 1.253, -1.133], [-4.500, 5.236, -1.877], [-2.721, 5.462, -1.882], [-3.576, 5.317, -0.342], [-4.367, -5.383, -1.748], [-2.249, -5.167, -0.643], [-2.100, -2.323, -0.895], [-0.261, -5.795, -1.874], [-2.110, -5.424, 1.758]], "forces_ev_per_angstrom": [[-0.078, -0.342, 0.184], [-0.067, -0.061, -0.003], [-0.036, 0.256, 0.034], [-0.009, -0.009, -0.141], [0.006, -0.074, 0.044], [-0.032, -0.043, -0.064], [0.174, -0.085, 0.167], [-0.089, 0.154, 0.032], [0.152, -0.020, -0.009], [-0.066, -0.078, -0.022], [0.069, -0.030, 0.031], [-0.186, 0.076, -0.071], [0.069, -0.030, -0.001], [0.053, 0.145, -0.004], [-0.002, 0.001, 0.004], [0.001, -0.008, 0.007], [-0.005, 0.001, 0.013], [0.000, 0.004, 0.004], [-0.004, -0.003, 0.002], [-0.003, 0.003, 0.000], [0.202, 0.169, 0.076], [-0.053, 0.001, -0.050], [0.004, 0.009, 0.027], [-0.021, 0.048, -0.038], [0.011, -0.043, 0.025], [0.003, 0.019, -0.001], [0.029, 0.022, 0.031], [0.055, -0.131, -0.011], [-0.026, 0.047, -0.030], [0.060, -0.016, -0.016], [0.027, -0.019, -0.002], [-0.021, 0.077, -0.006], [-0.004, 0.014, -0.002], [-0.001, -0.001, 0.000], [0.000, 0.000, 0.001], [-0.003, -0.005, 0.003], [-0.008, 0.058, -0.011], [-0.020, -0.009, -0.009], [0.016, -0.009, -0.007], [0.012, 0.084, 0.043], [0.002, -0.045, -0.102], [0.041, -0.130, 0.031], [-0.007, -0.010, -0.032], [-0.010, -0.019, -0.020], [0.012, 0.005, 0.002], [0.004, 0.033, -0.028], [-0.016, 0.017, -0.014], [-0.008, 0.020, 0.016], [0.012, -0.040, 0.029], [0.019, 0.005, 0.039], [-0.092, -0.065, -0.197], [0.035, 0.042, 0.085], [-0.075, 0.155, -0.061], [0.009, 0.002, 0.003], [0.001, -0.007, -0.002], [-0.002, 0.014, -0.002], [-0.034, -0.132, 0.039], [0.032, 0.331, -0.138], [-0.024, -0.234, -0.016], [-0.046, 0.016, 0.117], [-0.061, -0.130, 0.024]], "charge": -2, "relative_energy_ev": 0.666, "homo_energy_ha": -0.066, "lumo_ha": 0.144, "gap_ev": 5.723}

[5]
{"formula": "C19H24Br2F4O5", "method": "ωB97M-V with the def2-TZVPD basis set", "species": ["O", "C", "O", "C", "C", "O", "C", "C", "C", "F", "C", "C", "C", "O", "O", "C", "C", "F", "F", "F", "C", "C", "C", "C", "C", "C", "H", "H", "H", "H", "H", "H", "H", "H", "H", "H", "H", "H", "H", "H", "H", "H", "H", "H", "H", "H", "Br", "C", "C", "Br", "H", "H", "H", "H"], "coordinates": [[-2.157, -0.763, 1.750], [-1.622, -1.321, 0.834], [-0.318, -1.656, 0.784], [0.731, -0.993, 1.515], [0.831, 0.535, 1.346], [-0.221, 1.367, 1.753], [-0.977, 1.989, 0.726], [-1.196, 3.463, 1.062], [-1.629, 4.255, -0.167], [-2.982, 4.592, -0.076], [2.020, -1.530, 0.857], [1.821, -1.960, -0.590], [2.882, -1.595, -1.542], [1.519, -0.962, -1.503], [0.815, -1.443, 2.839], [-0.045, -0.896, 3.817], [-1.003, -1.956, 4.358], [-2.191, -1.404, 4.672], [-1.238, -2.947, 3.481], [-0.536, -2.529, 5.488], [-2.343, -1.824, -0.370], [-2.567, -3.184, -0.504], [-3.275, -3.668, -1.586], [-3.766, -2.794, -2.542], [-3.526, -1.439, -2.415], [-2.821, -0.950, -1.332], [1.103, 0.711, 0.303], [1.703, 0.806, 1.945], [-0.475, 1.899, -0.240], [-1.954, 1.507, 0.691], [-2.033, 3.521, 1.754], [-0.297, 3.881, 1.506], [-1.071, 5.183, -0.270], [-1.523, 3.675, -1.085], [2.340, -2.395, 1.432], [2.770, -0.743, 0.842], [1.351, -2.929, -0.753], [3.522, -0.753, -1.320], [2.970, -2.065, -2.509], [-0.642, -0.058, 3.479], [0.570, -0.586, 4.660], [-2.191, -3.866, 0.245], [-3.447, -4.729, -1.693], [-4.335, -3.157, -3.385], [-3.900, -0.752, -3.159], [-2.660, 0.116, -1.255], [1.900, 2.430, -2.210], [3.825, 2.711, -2.250], [4.377, 2.611, -3.646], [4.476, 0.772, -4.263], [4.262, 1.979, -1.580], [3.985, 3.710, -1.852], [5.398, 2.986, -3.675], [3.770, 3.149, -4.366]], "forces_ev_per_angstrom": [[0.086, 0.299, -0.048], [-0.131, -0.167, 0.341], [0.000, 0.413, -0.249], [0.541, -0.294, 0.073], [-0.098, 0.103, -0.035], [0.056, -0.034, -0.006], [-0.151, 0.199, 0.296], [-0.303, -0.303, -0.418], [-0.042, 0.009, 0.043], [0.016, 0.008, 0.001], [-0.709, -0.378, -0.629], [0.935, -0.528, 0.619], [-1.805, 1.712, -0.745], [0.042, -0.205, -0.214], [-0.228, 0.206, 0.031], [0.024, -0.110, 0.312], [-0.354, -0.139, -0.126], [0.179, -0.052, 0.070], [0.067, 0.128, 0.152], [0.043, -0.012, -0.147], [0.024, -0.048, -0.032], [0.139, -0.214, 0.105], [-0.141, -0.103, -0.184], [0.023, -0.016, -0.036], [-0.115, 0.096, -0.121], [-0.021, 0.222, 0.021], [-0.140, 0.013, -0.110], [0.063, -0.044, 0.101], [0.090, -0.145, -0.007], [-0.054, -0.159, -0.289], [0.196, 0.213, 0.353], [0.048, 0.033, 0.088], [-0.011, 0.080, -0.013], [0.069, -0.009, -0.066], [0.249, 0.079, 0.104], [0.209, -0.061, 0.361], [-0.178, 0.190, 0.071], [0.811, -0.572, 0.216], [0.460, -0.449, 0.173], [0.012, 0.044, -0.265], [0.028, 0.079, 0.042], [0.046, -0.037, 0.071], [-0.018, -0.092, 0.060], [-0.014, -0.103, -0.061], [-0.024, 0.053, -0.062], [0.082, 0.055, 0.140], [0.058, -0.025, 0.008], [-0.155, 0.113, 0.038], [0.095, -0.103, -0.029], [-0.046, 0.014, 0.000], [0.034, -0.010, -0.005], [0.017, 0.012, -0.019], [0.005, 0.008, 0.023], [-0.009, 0.030, 0.004]], "homo_energy_ha": -0.349, "lumo_ha": 0.011, "gap_ev": 9.796}